Model w:
Below is an isolated molecule of C22H28N4O, with properties calculated with ωB97M-V with the def2-TZVPD basis set.

Each line ends with the natural charge from an NBO analysis.
Positions of all 55 atoms, in Å:
O 1.1574 1.9347 0.8541  -0.626
C 1.3130 0.8567 0.3172  0.693
C 0.8833 -0.4622 0.9574  -0.312
N 0.4027 -0.2703 2.3065  -0.430
C 0.3692 -1.5073 3.0640  -0.234
C -0.0074 -1.1796 4.5124  -0.220
N -1.2940 -0.5293 4.5987  -0.453
C -2.4625 -1.2694 4.7009  0.268
C -2.4826 -2.6683 4.6652  -0.316
C -3.6595 -3.3709 4.8440  -0.174
C -4.8554 -2.7108 5.0576  -0.264
C -4.8520 -1.3262 5.1050  -0.186
C -3.6810 -0.6179 4.9363  -0.287
C -1.2666 0.6851 3.8094  -0.213
C -0.8945 0.3795 2.3558  -0.250
N 1.9153 0.7545 -0.8940  -0.445
C 2.0694 -0.4204 -1.7176  -0.218
C 1.2655 -0.2346 -3.0104  -0.217
N 1.7280 0.9480 -3.7014  -0.469
C 1.6277 1.0176 -5.0888  0.266
C 2.1106 -0.0390 -5.8676  -0.278
C 2.0755 0.0214 -7.2455  -0.188
C 1.5693 1.1388 -7.8891  -0.248
C 1.0964 2.1940 -7.1304  -0.185
C 1.1186 2.1375 -5.7489  -0.299
C 1.5513 2.1322 -2.8907  -0.225
C 2.3349 1.9562 -1.5864  -0.230
H 0.1206 -0.9437 0.3125  0.182
H 1.7590 -1.1163 1.0048  0.218
H 1.3613 -1.9661 3.0391  0.200
H -0.3604 -2.2236 2.6411  0.164
H 0.0085 -2.0735 5.1353  0.210
H 0.7354 -0.4757 4.9022  0.207
H -1.5775 -3.2281 4.4876  0.207
H -3.6380 -4.4511 4.8056  0.208
H -5.7730 -3.2635 5.1900  0.211
H -5.7730 -0.7901 5.2851  0.210
H -3.7093 0.4584 5.0107  0.209
H -2.2319 1.1857 3.8343  0.210
H -0.5101 1.3521 4.2324  0.205
H -0.8310 1.3126 1.7975  0.237
H -1.6799 -0.2612 1.9069  0.159
H 1.7372 -1.3169 -1.2001  0.215
H 3.1308 -0.5305 -1.9716  0.199
H 1.3770 -1.1108 -3.6468  0.216
H 0.1979 -0.1321 -2.7472  0.175
H 2.5368 -0.9081 -5.3889  0.207
H 2.4571 -0.8082 -7.8230  0.212
H 1.5463 1.1855 -8.9670  0.213
H 0.6940 3.0712 -7.6162  0.212
H 0.7204 2.9681 -5.1873  0.213
H 1.9521 2.9968 -3.4197  0.218
H 0.4900 2.3128 -2.6540  0.179
H 2.1653 2.8022 -0.9196  0.252
H 3.4030 1.8753 -1.8150  0.194

- SMILES: O=C(CN1CCN(c2ccccc2)CC1)N1CCN(c2ccccc2)CC1
- Net charge: 0
- HOMO-LUMO gap: 8.15 eV
- LUMO energy: 0.647 eV

Model x:
Below is an isolated molecule of C22H28N4O, with properties calculated with ωB97M-V with the def2-TZVPD basis set.

Each line ends with the natural charge from an NBO analysis.
Positions of all 55 atoms, in Å:
O -2.4437 -2.7756 1.1620  -0.758
C -3.1380 -2.7120 -0.0476  -0.060
C -3.3960 -1.2731 -0.5268  -0.065
C -4.2191 -0.5658 0.5555  -0.408
C -4.5120 0.8840 0.2016  -0.394
C -3.1926 1.5840 -0.0848  -0.405
C -2.4538 0.8277 -1.1807  -0.212
N -2.1591 -0.5335 -0.7651  -0.467
C -1.2129 -1.1788 -1.6633  -0.218
C -0.1528 -2.0154 -0.9172  -0.235
N -0.0198 -1.5523 0.4525  -0.642
C 1.1468 -2.0581 1.1489  -0.232
C 2.4785 -1.6608 0.5796  -0.167
C 3.6503 -2.4396 0.5934  -0.043
N 4.6453 -1.8311 -0.0184  -0.256
N 4.1455 -0.6799 -0.4508  -0.333
C 2.8418 -0.5094 -0.1070  0.156
C 2.0955 0.6659 -0.5521  -0.086
C 2.0867 0.9760 -1.8935  -0.197
C 1.3512 2.0639 -2.3793  -0.219
C 0.6186 2.8373 -1.5227  -0.175
C 0.6151 2.5697 -0.1373  -0.084
C -0.1241 3.3618 0.7659  -0.173
C -0.0942 3.1072 2.1077  -0.212
C 0.6949 2.0611 2.6088  -0.189
C 1.4173 1.2704 1.7595  -0.227
C 1.3775 1.4823 0.3650  0.017
H -1.6123 -2.2673 1.0505  0.499
H -4.1068 -3.1920 0.1266  0.180
H -2.6247 -3.2870 -0.8326  0.148
H -3.9920 -1.3336 -1.4619  0.161
H -5.1501 -1.1163 0.7006  0.207
H -3.6497 -0.6103 1.4849  0.221
H -5.0401 1.3734 1.0219  0.206
H -5.1496 0.9283 -0.6854  0.190
H -2.5759 1.5924 0.8154  0.206
H -3.3565 2.6153 -0.4028  0.202
H -1.5088 1.3343 -1.3914  0.205
H -3.0627 0.8426 -2.1051  0.155
H -1.7166 -1.8055 -2.4150  0.184
H -0.6844 -0.3903 -2.2061  0.201
H -0.4284 -3.0742 -0.8798  0.190
H 0.7944 -1.9486 -1.4783  0.181
H -0.0486 -0.5384 0.4742  0.383
H 1.0693 -1.7233 2.1899  0.209
H 1.0863 -3.1518 1.1521  0.209
H 3.7886 -3.4089 1.0289  0.207
H 4.7296 -0.0251 -0.9465  0.410
H 2.6342 0.3551 -2.5892  0.218
H 1.3587 2.2748 -3.4386  0.220
H 0.0349 3.6681 -1.8923  0.216
H -0.7125 4.1783 0.3728  0.214
H -0.6660 3.7164 2.7920  0.218
H 0.7322 1.8876 3.6740  0.218
H 2.0409 0.4804 2.1490  0.226

- SMILES: OC[C@H]1CCCCN1CCNCc1cn[nH]c1-c1cccc2ccccc12
- Net charge: 0
- HOMO-LUMO gap: 8.46 eV
- LUMO energy: 0.028 eV

Most stable structure: model x